1.
This record from OMol25 describes an isolated ion of composition C6H12O and charge +1 in a non-equilibrium geometry. The level of theory is ωB97M-V with the def2-TZVPD basis set.

HOMO (spin up / spin down) ... -13.9624 / -13.9529 eV
2S+1 ... 2
Lowest unoccupied orbital energy (spin up / spin down) ... -4.86 / -8.39 eV
Energy relative to the best compared isomer or geometry (same formula, charge and spin) ... 117.4 kJ/mol
Molecular weight ... 100.2 g mol⁻¹
Electronic energy ... -310.67255 hartree
Total charge ... +1
Strongest force on any atom ... 2.9 eV/Å

Positions of all 19 atoms, in Å:
C  0.118  -0.569  -1.679
O  -0.566  -0.035  -2.770
C  0.724  0.583  -0.868
C  -0.083  1.031  0.385
C  -0.027  0.061  1.506
C  1.207  -0.011  2.163
C  -1.228  -0.748  1.696
H  -0.535  -1.237  -1.089
H  0.947  -1.252  -1.944
H  -0.993  -0.773  -3.210
H  0.915  1.436  -1.520
H  1.635  0.178  -0.444
H  -1.130  1.166  0.121
H  0.371  1.961  0.792
H  2.152  0.484  2.056
H  1.438  -0.927  2.709
H  -1.951  -0.045  2.222
H  -1.761  -0.955  0.769
H  -1.148  -1.686  2.214

These are the Mulliken partial charges, in e, on atoms 1 to 5: C -0.41; O -0.50; C -0.48; C -0.77; C 0.97

2.
This record from OMol25 describes an isolated ion of composition C3H6 and charge -1 in a non-equilibrium geometry. The level of theory is ωB97M-V with the def2-TZVPD basis set.

HOMO (spin up / spin down) ... 1.7791 / -2.3074 eV
2S+1 ... 2
Lowest unoccupied orbital energy (spin up / spin down) ... 5.32 / 5.08 eV
Energy relative to the best compared isomer or geometry (same formula, charge and spin) ... 8.9 kJ/mol
Molecular weight ... 42.1 g mol⁻¹
Electronic energy ... -117.79491 hartree
Total charge ... -1
Strongest force on any atom ... 1.0 eV/Å

Positions of all 9 atoms, in Å:
C  0.869  0.743  -0.137
C  0.059  -0.510  -0.316
C  -1.152  -0.729  0.375
H  1.677  0.656  0.592
H  1.268  1.080  -1.101
H  0.219  1.502  0.316
H  0.496  -1.274  -0.950
H  -1.899  -1.484  0.150
H  -1.537  0.017  1.072

These are the Mulliken partial charges, in e, on atoms 1 to 5: C -0.90; C -0.48; C -0.91; H 0.11; H 0.24

3.
This record from OMol25 describes C22H37CsN5O3STe as an isolated structure in a non-equilibrium geometry. The level of theory is ωB97M-V with the def2-TZVPD basis set.

HOMO ... -3.3724 eV
Lowest unoccupied orbital energy ... 1.81 eV
Energy relative to the best compared isomer or geometry (same formula, charge and spin) ... 39.5 kJ/mol
Molecular weight ... 712.1 g mol⁻¹
Electronic energy ... -2046.37416 hartree
Total charge ... -1
Strongest force on any atom ... 1.3 eV/Å

Positions of all 70 atoms, in Å:
Cs  0.006  -2.411  1.393
N  4.210  -1.365  2.785
C  3.546  -0.065  2.990
C  4.052  0.972  1.984
N  3.221  1.084  0.789
C  2.210  2.132  0.927
C  1.209  1.932  2.052
N  0.496  0.672  1.905
C  4.018  1.323  -0.408
C  4.573  0.035  -1.009
N  3.573  -0.844  -1.611
H  3.657  -2.125  3.162
H  5.103  -1.379  3.259
H  3.696  0.311  4.009
H  2.475  -0.198  2.837
H  5.059  0.669  1.687
H  4.146  1.960  2.464
H  1.657  2.178  -0.014
H  2.700  3.111  1.088
H  0.540  2.800  2.016
H  1.716  1.972  3.024
H  0.386  0.494  0.905
H  -0.446  0.713  2.281
H  4.838  2.034  -0.201
H  3.370  1.786  -1.156
H  5.100  -0.530  -0.233
H  5.316  0.294  -1.770
H  3.145  -0.380  -2.407
H  2.810  -0.965  -0.947
Te  -0.242  -0.451  -1.750
C  -4.228  2.526  -4.005
O  -3.505  3.340  -3.088
C  -3.990  3.228  -1.794
C  -4.850  4.184  -1.301
C  -5.344  4.085  -0.003
C  -4.961  3.002  0.772
C  -4.087  2.036  0.288
C  -3.562  2.138  -1.008
N  -2.683  1.238  -1.534
C  -2.127  0.144  -0.754
C  -3.113  -0.966  -0.515
C  -4.055  -1.318  -1.469
C  -4.950  -2.366  -1.279
C  -4.881  -3.096  -0.097
C  -3.959  -2.761  0.881
C  -3.082  -1.657  0.740
O  -2.241  -1.335  1.676
H  -5.267  2.859  -4.075
H  -4.210  1.475  -3.703
H  -3.743  2.633  -4.973
H  -5.125  5.004  -1.954
H  -6.020  4.837  0.385
H  -5.346  2.894  1.779
H  -3.817  1.193  0.911
H  -2.200  1.502  -2.375
H  -1.810  0.510  0.223
H  -4.073  -0.756  -2.397
H  -5.675  -2.617  -2.044
H  -5.547  -3.938  0.059
H  -3.890  -3.321  1.809
C  4.846  -4.038  0.514
S  3.219  -3.303  0.410
C  2.657  -4.089  -1.096
O  2.393  -3.907  1.514
H  4.775  -5.125  0.547
H  5.286  -3.652  1.432
H  5.428  -3.705  -0.347
H  3.309  -3.774  -1.910
H  1.658  -3.693  -1.290
H  2.629  -5.172  -0.975

These are the Mulliken partial charges, in e, on atoms 1 to 5: Cs 1.10; N -0.33; C -0.66; C -1.03; N 0.90

4.
This record from OMol25 describes C24H44P2Tb as an isolated structure in a non-equilibrium geometry. The level of theory is ωB97M-V with the def2-TZVPD basis set.

HOMO (spin up / spin down) ... -10.0382 / -10.0383 eV
2S+1 ... 7
Lowest unoccupied orbital energy (spin up / spin down) ... -3.76 / -2.68 eV
Molecular weight ... 553.5 g mol⁻¹
Electronic energy ... -2447.64412 hartree
Total charge ... +1
Strongest force on any atom ... 4.5 eV/Å

Positions of all 71 atoms, in Å:
Tb  0.445  -0.274  2.430
C  -1.567  -0.880  3.841
C  -1.212  -2.025  3.051
C  0.588  -1.517  4.436
C  -0.465  -0.572  4.696
C  0.139  -2.406  3.389
C  -2.916  -0.246  3.908
H  -3.415  -0.272  2.926
H  -2.829  0.800  4.234
H  -3.563  -0.777  4.633
C  -0.434  0.485  5.740
H  -1.417  0.965  5.814
H  0.306  1.269  5.517
H  -0.181  0.054  6.721
C  1.925  -1.484  5.086
H  1.798  -1.681  6.161
H  2.427  -0.503  4.988
H  2.592  -2.243  4.658
C  0.944  -3.482  2.741
H  0.866  -4.397  3.352
H  2.009  -3.207  2.664
H  0.571  -3.708  1.730
C  -2.127  -2.760  2.137
H  -2.424  -3.726  2.578
H  -1.660  -2.967  1.164
H  -3.045  -2.188  1.961
C  -0.871  2.226  0.331
C  -2.000  1.506  0.482
C  -2.442  0.292  -0.257
C  -1.426  -0.318  -1.271
C  -0.103  -0.845  -0.844
C  1.069  -0.171  -0.699
C  1.315  1.302  -0.797
C  0.081  2.247  -0.821
H  -3.342  0.551  -0.862
H  -1.323  0.464  -2.056
H  -2.808  -0.492  0.431
H  -0.468  2.056  -1.774
H  -0.602  2.930  1.132
H  -2.625  1.749  1.343
H  0.475  3.277  -0.949
H  2.000  1.651  0.002
H  1.979  -0.774  -0.517
H  1.898  1.479  -1.728
H  -1.955  -1.132  -1.794
H  -0.045  -1.931  -0.721
P  -0.414  1.431  -3.706
C  -0.538  3.241  -3.880
C  -1.696  0.796  -4.820
P  1.918  -0.596  -4.162
C  1.168  1.077  -4.513
C  1.245  -1.452  -5.669
C  3.491  -0.123  -5.014
H  0.331  3.733  -3.421
H  -1.452  3.616  -3.398
H  -0.564  3.441  -4.956
H  -1.600  1.362  -5.755
H  -2.682  0.962  -4.366
H  -1.554  -0.279  -4.989
H  3.262  0.206  -6.039
H  4.165  -0.991  -5.039
H  3.969  0.699  -4.464
H  1.895  1.862  -4.225
H  0.956  1.156  -5.598
H  1.772  -2.411  -5.769
H  1.445  -0.840  -6.559
H  0.171  -1.643  -5.576
C  1.942  1.398  3.121
H  2.969  1.054  2.917
H  1.881  1.683  4.181
H  1.761  2.298  2.511

These are the Mulliken partial charges, in e, on atoms 1 to 5: Tb 0.77; C 0.61; C 0.67; C 0.62; C 0.50

5.
This record from OMol25 describes an isolated molecule of CH5N3S in a non-equilibrium geometry. The level of theory is ωB97M-V with the def2-TZVPD basis set.

SMILES ... N/N=C/NS
HOMO ... -8.1644 eV
Lowest unoccupied orbital energy ... 0.71 eV
Energy relative to the best compared isomer or geometry (same formula, charge and spin) ... 172.1 kJ/mol
Molecular weight ... 91.1 g mol⁻¹
Electronic energy ... -603.48037 hartree
Total charge ... 0
Strongest force on any atom ... 3.3 eV/Å

Positions of all 10 atoms, in Å:
C  -0.221  0.429  0.369
H  -1.616  2.983  1.267
H  -0.179  2.730  0.608
H  0.845  0.609  0.575
H  -1.206  -1.035  -0.545
H  1.349  -2.398  -0.193
N  -0.769  2.347  1.288
N  -1.202  1.070  0.874
N  -0.247  -0.798  -0.264
S  1.104  -1.487  -1.076

These are the Mulliken partial charges, in e, on atoms 1 to 5: C -0.02; H 0.27; H 0.23; H 0.35; H 0.29

6.
This record from OMol25 describes C47H55BBrN13SeSm as an isolated structure in a non-equilibrium geometry. The level of theory is ωB97M-V with the def2-TZVPD basis set.

HOMO (spin up / spin down) ... -4.2489 / -4.2396 eV
2S+1 ... 6
Lowest unoccupied orbital energy (spin up / spin down) ... 1.92 / 1.92 eV
Energy relative to the best compared isomer or geometry (same formula, charge and spin) ... 11.2 kJ/mol
Molecular weight ... 1122.1 g mol⁻¹
Electronic energy ... -8194.37824 hartree
Total charge ... -1
Strongest force on any atom ... 1.7 eV/Å

Positions of all 119 atoms, in Å:
Sm  0.083  -0.303  0.232
C  -0.185  -4.318  -2.424
C  -0.399  -3.543  -1.283
N  -0.059  -2.279  -1.511
N  0.363  -2.212  -2.780
C  0.303  -3.425  -3.352
B  0.869  -0.923  -3.433
N  -0.127  0.236  -3.248
C  -0.771  0.861  -4.245
C  -1.351  2.002  -3.737
C  -0.991  1.989  -2.391
N  -0.265  0.917  -2.108
N  2.168  -0.518  -2.746
C  3.361  -0.332  -3.328
C  4.271  -0.017  -2.344
C  3.519  -0.039  -1.170
N  2.256  -0.340  -1.427
H  -0.356  -5.368  -2.552
H  -0.788  -3.846  -0.329
H  0.606  -3.575  -4.369
H  1.053  -1.113  -4.593
H  -0.774  0.468  -5.241
H  -1.938  2.731  -4.258
H  -1.223  2.722  -1.641
H  3.477  -0.434  -4.389
H  5.317  0.191  -2.452
H  3.857  0.128  -0.166
C  -7.542  -1.284  -1.139
C  -6.689  -1.019  -2.384
C  -7.178  0.236  -3.120
C  -6.848  -2.217  -3.323
C  -5.247  -0.787  -1.966
C  -4.173  -1.488  -2.501
C  -2.895  -1.189  -2.059
N  -2.601  -0.260  -1.169
C  -3.617  0.459  -0.669
C  -4.939  0.197  -1.039
C  -3.268  1.590  0.203
C  -4.230  2.537  0.572
C  -3.891  3.686  1.270
C  -2.543  3.835  1.581
C  -1.653  2.846  1.198
N  -1.974  1.745  0.537
C  -4.946  4.722  1.620
C  -5.518  5.305  0.319
C  -4.381  5.872  2.459
C  -6.059  4.050  2.432
H  -8.569  -1.498  -1.427
H  -7.551  -0.432  -0.466
H  -7.147  -2.138  -0.596
H  -8.199  0.095  -3.468
H  -6.543  0.432  -3.983
H  -7.151  1.109  -2.473
H  -7.903  -2.351  -3.556
H  -6.486  -3.128  -2.852
H  -6.316  -2.061  -4.258
H  -4.304  -2.260  -3.241
H  -2.061  -1.733  -2.469
H  -5.742  0.763  -0.596
H  -5.258  2.387  0.287
H  -2.170  4.690  2.117
H  -0.609  2.969  1.446
H  -4.721  5.735  -0.285
H  -6.238  6.090  0.544
H  -6.020  4.543  -0.270
H  -3.602  6.409  1.921
H  -3.974  5.501  3.397
H  -5.177  6.578  2.689
H  -6.536  3.251  1.872
H  -6.819  4.779  2.702
H  -5.645  3.624  3.343
Br  -1.839  -1.918  1.475
Se  0.125  2.936  4.372
C  0.108  1.530  3.339
N  0.124  0.700  2.524
C  0.567  6.531  -0.020
C  1.195  6.199  1.331
C  1.554  7.475  2.087
C  2.469  5.355  1.148
N  2.173  4.075  0.579
C  1.854  2.920  1.190
N  1.538  2.039  0.269
N  1.679  2.663  -0.897
N  2.050  3.860  -0.734
H  -0.385  7.037  0.121
H  0.392  5.633  -0.608
H  1.224  7.187  -0.589
H  0.487  5.619  1.932
H  2.304  8.039  1.536
H  1.947  7.240  3.073
H  0.676  8.103  2.212
H  2.940  5.189  2.119
H  3.165  5.870  0.481
H  1.863  2.774  2.249
C  5.464  -5.704  1.365
C  4.357  -6.000  0.586
C  3.373  -5.052  0.394
C  3.456  -3.776  0.970
C  4.580  -3.498  1.752
C  5.563  -4.449  1.945
C  2.371  -2.837  0.686
C  2.015  -1.687  1.296
C  2.633  -1.261  2.542
C  2.457  -2.034  3.702
C  2.977  -1.638  4.914
C  3.690  -0.454  5.023
C  3.858  0.335  3.896
C  3.330  -0.050  2.681
H  6.246  -6.440  1.513
H  4.259  -6.978  0.128
H  2.512  -5.294  -0.217
H  4.692  -2.524  2.204
H  6.426  -4.210  2.555
H  1.787  -3.184  -0.165
H  1.911  -2.963  3.617
H  2.834  -2.266  5.783
H  4.107  -0.143  5.970
H  4.408  1.266  3.968
H  3.471  0.591  1.817

These are the Mulliken partial charges, in e, on atoms 1 to 5: Sm 0.17; C -1.40; C -0.68; N 1.18; N 0.69